1.
61
Properties=species:S:1:pos:R:3:lowdin_charge:R:1 method="wB97M-V/def2-TZVPD" de_lowest_ev=0.394 gap_ev=6.0947 homo_ha=-0.26743 charge=0 e_lumo_ev=-1.18 fmax_ha_per_bohr=0.031 total_energy_ev=-308899.6988
Ta 0.82842 0.04864 -0.14822 1.61
C -2.02933 -1.36172 4.52324 -0.09
C -1.00023 -0.48376 4.84331 -0.08
C 0.01014 -0.23260 3.93328 -0.03
C 0.00654 -0.86730 2.69119 -0.29
C -1.01686 -1.75070 2.37462 -0.04
C -2.03356 -1.99050 3.28971 -0.08
N 1.03311 -0.55305 1.74933 -0.16
C 2.37886 -0.76879 2.13107 -0.29
C 2.81322 -1.56726 3.18511 -0.05
C 4.17036 -1.70135 3.41816 -0.09
C 5.10568 -1.06849 2.60148 -0.08
C 4.69261 -0.31127 1.52165 -0.02
C 3.33173 -0.19260 1.27107 -0.26
N 2.76638 0.50961 0.20505 -0.20
N 3.42311 1.61927 -0.24961 0.07
C 2.51859 2.46535 -0.68021 -0.37
C 2.88820 3.72295 -1.25294 -0.02
C 1.92887 4.58523 -1.66223 -0.08
C 0.55744 4.23345 -1.51398 -0.08
C 0.25024 3.03126 -0.96867 -0.15
N 1.18585 2.13753 -0.55485 -0.07
H -2.81980 -1.55713 5.23559 0.10
H -0.98882 0.01279 5.80467 0.10
H 0.81068 0.45635 4.17071 0.12
H -1.01202 -2.26349 1.42100 0.07
H -2.82312 -2.68654 3.03703 0.10
H 2.09343 -2.06112 3.82404 0.12
H 4.50544 -2.31006 4.24726 0.10
H 6.16144 -1.18536 2.80632 0.10
H 5.39107 0.17607 0.85675 0.11
H 3.94400 3.93498 -1.33701 0.11
H 2.19544 5.53912 -2.09728 0.10
H -0.22912 4.91001 -1.81360 0.10
H -0.77746 2.72193 -0.82076 0.10
C -6.10096 0.51738 -0.17976 -0.06
O -5.71260 0.44029 -1.54406 -0.05
C -4.40434 0.36607 -1.82564 -0.26
C -4.08140 0.27732 -3.19175 0.01
C -2.77437 0.19132 -3.57035 0.00
C -1.71864 0.18693 -2.63101 -0.09
C -0.35315 0.11062 -3.08323 -0.37
C -0.02336 0.04728 -4.54245 -0.01
O 0.61540 0.10689 -2.29100 -0.20
C -2.06568 0.27558 -1.25789 -0.29
O -1.15564 0.27515 -0.29198 -0.23
C -3.40288 0.37034 -0.86971 0.07
H -7.18559 0.56100 -0.18242 0.10
H -5.69949 1.41619 0.29251 0.10
H -5.77265 -0.36599 0.37180 0.10
H -4.88450 0.27619 -3.91459 0.12
H -2.54420 0.12061 -4.62362 0.12
H -0.50126 -0.81750 -5.00308 0.09
H 1.05362 -0.03878 -4.65256 0.09
H -0.37791 0.94758 -5.04670 0.10
H -3.60587 0.43138 0.18913 0.12
Se 3.74843 -6.19244 -2.93972 -0.21
Sb 1.86543 -5.52268 -1.75157 0.25
Se 0.96180 -2.43500 -0.66723 -0.03
Se 2.84712 -3.66843 0.08920 0.04
Se 1.01217 -3.06870 -2.92461 0.02

---

2.
106
Properties=species:S:1:pos:R:3:lowdin_charge:R:1 method="wB97M-V/def2-TZVPD" de_lowest_ev=0.000 smiles="CCc1ccc2c(c1)Sc1cc(N(C(C)=O)C(C)=O)ccc1N2B(N)O.CCOCC.CCOCC.CCOCC.CCOCC" gap_ev=7.4750 homo_ha=-0.25982 charge=0 e_lumo_ev=0.40 fmax_ha_per_bohr=0.031 total_energy_ev=-66546.6711
C 5.50919 0.89712 3.42631 -0.08
C 4.82526 1.41232 2.14626 -0.20
C 3.59062 0.58092 1.89212 -0.25
C 3.72097 -0.64286 1.24348 -0.03
C 2.60583 -1.43484 1.03994 -0.01
C 1.33843 -1.03486 1.47440 -0.22
C 1.23841 0.19519 2.10467 -0.43
C 2.33935 1.00969 2.30911 -0.05
S -0.32359 0.79526 2.69626 1.05
C -1.46944 -0.29670 1.91446 -0.42
C -2.81072 0.05149 1.94064 -0.03
C -3.77831 -0.78044 1.39057 -0.22
N -5.19437 -0.45393 1.43728 0.08
C -5.77450 -0.86958 2.68330 -0.48
C -7.27898 -0.83429 2.79548 0.01
O -5.12417 -1.29782 3.58624 0.13
C -5.42632 0.92742 1.08938 -0.46
C -5.98474 1.88756 2.10742 0.01
O -5.14628 1.29144 -0.01196 0.13
C -3.37667 -1.95108 0.77530 -0.01
C -2.03421 -2.29495 0.73618 0.02
C -1.05127 -1.48579 1.30898 -0.21
N 0.27934 -1.95164 1.25453 0.08
B 0.46733 -3.21706 2.00689 -0.63
N 0.38534 -3.18214 3.48186 0.18
O 0.65909 -4.39996 1.31498 0.15
H 6.37797 1.48917 3.69809 0.06
H 5.84263 -0.11807 3.21880 0.07
H 4.78708 0.82818 4.23431 0.07
H 5.51579 1.23956 1.32458 0.11
H 4.55768 2.45928 2.24439 0.10
H 4.69973 -0.96834 0.92296 0.11
H 2.71081 -2.39027 0.54128 0.12
H 2.20546 1.95650 2.81092 0.11
H -3.09071 0.98332 2.41308 0.12
H -7.53968 -1.70588 3.38244 0.09
H -7.57218 0.02551 3.38718 0.08
H -7.75804 -0.84265 1.82280 0.09
H -5.73816 2.88313 1.76360 0.09
H -5.51022 1.74023 3.07567 0.09
H -7.05775 1.76322 2.17634 0.08
H -4.11857 -2.58611 0.31685 0.12
H -1.77119 -3.21605 0.23740 0.12
H -0.16638 -3.97317 3.79536 0.07
H 1.31477 -3.25646 3.88381 0.08
H 1.48576 -4.79840 1.60948 0.10
C 10.06612 0.52087 5.91474 -0.08
C 9.87056 0.39013 4.41362 -0.28
O 9.26604 1.51841 3.80987 -0.17
C 9.96119 2.74560 3.93529 -0.28
C 11.35484 2.73368 3.33056 -0.08
H 9.11187 0.71111 6.40782 0.08
H 10.49142 -0.39846 6.31838 0.08
H 10.74134 1.33839 6.17070 0.07
H 9.19694 -0.44253 4.20940 0.12
H 10.81999 0.15375 3.91997 0.11
H 9.99867 3.05809 4.98501 0.11
H 9.34722 3.47948 3.41285 0.12
H 12.01192 2.01836 3.82660 0.07
H 11.80972 3.72063 3.41988 0.08
H 11.30922 2.46564 2.27410 0.08
C -3.39309 -2.96719 -4.83238 -0.08
C -4.43032 -3.44303 -3.82928 -0.28
O -4.33032 -2.82744 -2.56100 -0.16
C -4.48162 -1.41596 -2.53571 -0.27
C -5.82240 -0.92645 -3.05327 -0.07
H -2.38532 -3.12898 -4.44746 0.08
H -3.50120 -3.51258 -5.77144 0.06
H -3.49563 -1.90393 -5.05329 0.07
H -4.29362 -4.50982 -3.64791 0.12
H -5.44171 -3.32164 -4.23542 0.10
H -3.65826 -0.93340 -3.07379 0.11
H -4.37818 -1.13035 -1.49134 0.09
H -5.97624 -1.17714 -4.10462 0.06
H -5.88428 0.15727 -2.95420 0.08
H -6.63722 -1.37566 -2.48278 0.08
C -0.04288 6.02242 2.43146 -0.08
C 1.25737 5.59487 3.09218 -0.28
O 2.20645 5.06824 2.18543 -0.17
C 2.65171 5.93553 1.15975 -0.28
C 3.33151 7.19521 1.66841 -0.08
H -0.48565 5.18657 1.88805 0.08
H -0.75224 6.36581 3.18540 0.08
H 0.10785 6.83758 1.72247 0.07
H 1.05741 4.78576 3.79539 0.12
H 1.67350 6.42234 3.67842 0.11
H 1.82492 6.18759 0.48629 0.11
H 3.36263 5.35092 0.57552 0.12
H 2.65488 7.81841 2.25459 0.07
H 3.69075 7.79176 0.82922 0.08
H 4.18128 6.93960 2.30308 0.08
C -3.35516 -3.92733 -10.06188 -0.08
C -4.76426 -3.48394 -10.41825 -0.28
O -5.76251 -4.44637 -10.13380 -0.16
C -5.88080 -4.84036 -8.77956 -0.28
C -6.20783 -3.70176 -7.82859 -0.08
H -3.10423 -4.85311 -10.58129 0.08
H -2.63689 -3.15894 -10.34932 0.08
H -3.23930 -4.10488 -8.99173 0.06
H -4.82739 -3.31087 -11.49264 0.12
H -5.00179 -2.53033 -9.93314 0.11
H -4.97516 -5.36540 -8.45421 0.11
H -6.68858 -5.57196 -8.75992 0.12
H -5.42113 -2.94606 -7.80822 0.06
H -6.32904 -4.08329 -6.81373 0.07
H -7.13348 -3.20800 -8.12769 0.08

---

3.
18
Properties=species:S:1:pos:R:3:lowdin_charge:R:1 method="wB97M-V/def2-TZVPD" de_lowest_ev=4.295 smiles="CN/N=C(/CO)SC" gap_ev=9.3346 homo_ha=-0.31835 charge=0 e_lumo_ev=0.67 fmax_ha_per_bohr=0.077 total_energy_ev=-20169.6280
C -1.19613 -0.96865 -2.17486 -0.14
C 0.49487 0.41871 0.18540 -0.67
C 1.63250 1.15275 0.88416 -0.21
C -1.92740 -0.73911 1.13444 -0.43
H -1.55118 -2.09171 -2.49590 0.12
H -1.91973 -0.37482 -1.49514 0.05
H -0.66190 -0.48472 -3.12155 0.10
H 0.48095 -2.22056 -1.50413 0.14
H 1.53619 2.25498 0.81087 0.12
H 1.40530 0.68774 1.88781 0.12
H 2.89625 -0.12171 0.00684 0.11
H -1.61757 -1.58786 0.36869 0.06
H -1.77713 -1.08607 2.22153 0.06
H -3.03173 -0.63993 1.08582 0.03
N -0.20106 -1.43492 -1.16443 -0.21
N 0.76020 -0.48001 -0.63900 -0.01
O 3.02520 0.83439 0.39539 -0.13
S -1.11863 0.82575 0.72008 0.87

---

4.
108
Properties=species:S:1:pos:R:3:lowdin_charge:R:1 method="wB97M-V/def2-TZVPD" de_lowest_ev=0.000 gap_ev=1.9951 homo_ha=-0.24681 charge=0 e_lumo_ev=-4.72 fmax_ha_per_bohr=0.095 total_energy_ev=-202139.7093
O -0.28922 -3.59814 1.05890 -0.28
V -1.44001 -2.54592 0.74281 0.90
O -2.74707 -3.03556 1.40140 -0.28
O -1.37073 6.36265 2.37470 -0.28
V -0.12918 5.53292 2.86550 1.10
O 0.27922 6.02862 4.27235 -0.24
O 1.83755 -1.05479 -2.72645 -0.32
V 0.37168 -1.46094 -2.33024 0.95
O -0.72157 -0.37055 -2.84188 -0.32
O 3.59941 4.94190 -0.50236 -0.26
V 2.09540 5.21156 -0.90611 1.08
O 1.93733 4.93358 -2.45796 -0.23
C -2.57755 -4.91748 -1.83022 0.04
C -1.74459 -3.88997 -2.15165 -0.28
C -1.11614 -3.85185 -3.54174 -0.31
O -0.33287 -2.84207 -3.76502 -0.12
C -1.40060 -4.82239 -4.46642 0.04
C -2.33118 -5.87360 -4.15684 -0.35
C -2.93427 -5.92422 -2.76444 -0.35
O -3.64554 -6.85216 -2.42533 0.09
O -2.66495 -6.66887 -5.01632 0.07
O -1.38208 -2.97597 -1.29459 -0.19
H -3.05643 -4.84200 -0.85999 0.12
H -0.96524 -4.68316 -5.44457 0.12
C -0.13677 1.24823 2.45778 0.07
C 0.29384 2.38319 1.83217 -0.29
C 0.83027 2.28991 0.41059 -0.27
O 1.31132 3.28788 -0.20332 -0.08
C 0.71382 1.12712 -0.33639 0.05
C 0.22992 -0.00743 0.28866 -0.26
C -0.27626 0.04747 1.72555 -0.25
O -0.87167 -0.95407 2.13916 0.04
O 0.10909 -1.14078 -0.23360 -0.10
O 0.03098 3.52497 2.35694 -0.13
H -0.54423 1.30091 3.45773 0.14
H 1.06359 1.11443 -1.35790 0.13
F 6.71866 -0.60686 -3.41586 0.05
C 5.83868 -0.12508 -2.50841 -0.28
C 5.15020 1.03909 -2.80020 0.00
C 4.34969 1.57822 -1.80141 -0.07
C 4.07325 0.83291 -0.66042 -0.10
C 4.81361 -0.31520 -0.38379 -0.07
C 5.71249 -0.81453 -1.32045 -0.01
H 5.51160 1.57920 -3.66625 0.12
H 3.86902 2.53308 -1.99486 0.09
H 3.22864 1.14895 -0.06549 0.08
H 4.71216 -0.66568 0.63643 0.10
H 6.28455 -1.67812 -1.01168 0.12
F -6.07148 -0.52116 2.57688 0.05
C -5.32201 -1.24841 3.43563 -0.28
C -5.94437 -2.16373 4.26028 -0.01
C -5.16783 -2.77338 5.23581 -0.08
C -3.80183 -2.58266 5.26171 -0.09
C -3.19109 -1.69700 4.37885 -0.09
C -3.96011 -0.99073 3.46734 -0.03
H -6.94075 -2.49548 4.00150 0.12
H -5.62639 -3.52961 5.86155 0.11
H -3.18434 -3.11319 5.97494 0.10
H -2.12239 -1.58352 4.49809 0.10
H -3.54267 -0.21932 2.83393 0.11
F -2.57921 -0.56844 -0.33561 0.03
C -3.70855 0.13659 -0.58798 -0.25
C -3.64663 1.35905 -1.23107 -0.01
C -4.77740 2.14041 -1.39176 -0.07
C -6.00695 1.56764 -1.06400 -0.09
C -6.09568 0.29196 -0.53903 -0.06
C -4.92176 -0.39350 -0.24158 -0.01
H -2.65694 1.76589 -1.42206 0.11
H -4.69868 3.09176 -1.89579 0.08
H -6.91668 2.15044 -1.15266 0.10
H -7.05051 -0.16106 -0.31835 0.11
H -4.99314 -1.39629 0.16468 0.13
F 1.73938 -3.23182 -1.16247 0.02
C 2.87679 -3.92389 -0.89111 -0.25
C 3.85670 -3.95496 -1.84855 -0.01
C 4.97905 -4.75601 -1.63292 -0.08
C 5.05321 -5.51224 -0.47529 -0.10
C 4.08981 -5.36507 0.52959 -0.08
C 2.96369 -4.59144 0.31567 0.00
H 3.85130 -3.35162 -2.74628 0.12
H 5.68340 -4.90745 -2.44014 0.11
H 5.91803 -6.12699 -0.26021 0.10
H 4.33538 -5.90862 1.43237 0.10
H 2.25145 -4.42741 1.11288 0.11
F -0.26459 5.52374 -0.69136 -0.05
C -1.36237 5.58388 -1.55562 -0.24
C -2.41858 6.40726 -1.22579 -0.01
C -3.59942 6.24402 -1.92615 -0.06
C -3.69112 5.32632 -2.97810 -0.08
C -2.58876 4.55030 -3.30206 -0.06
C -1.39226 4.72045 -2.62313 -0.01
H -2.30261 6.97094 -0.30677 0.11
H -4.47130 6.87354 -1.80735 0.11
H -4.65719 5.18660 -3.44166 0.11
H -2.63594 3.79532 -4.07595 0.12
H -0.53950 4.07515 -2.79807 0.12
F 2.93047 4.10208 2.67247 0.02
C 3.69371 2.99526 2.89186 -0.27
C 3.19204 1.96329 3.65184 -0.02
C 3.97814 0.84219 3.87467 -0.07
C 5.22023 0.70679 3.27398 -0.08
C 5.64394 1.71957 2.42162 -0.08
C 4.91162 2.88774 2.25627 -0.01
H 2.18148 1.98204 4.03743 0.11
H 3.62160 0.05145 4.52241 0.11
H 5.78297 -0.21472 3.32280 0.11
H 6.48332 1.55829 1.75700 0.11
H 5.32551 3.61037 1.56634 0.12

---

5.
36
Properties=species:S:1:pos:R:3:lowdin_charge:R:1 method="wB97M-V/def2-TZVPD" de_lowest_ev=2.948 smiles="COc1ccc(C(=O)CSc2nccn2C)c(OC)c1" gap_ev=8.4571 homo_ha=-0.28685 charge=0 e_lumo_ev=0.65 fmax_ha_per_bohr=0.011 total_energy_ev=-34734.4544
C 5.22052 0.84422 0.13901 -0.09
H 5.25086 0.72410 -0.94888 0.10
O 4.61115 -0.25838 0.76512 -0.07
C 3.31881 -0.55483 0.47294 -0.27
C 2.77891 -1.66131 1.12942 0.00
C 1.47744 -2.02023 0.88164 0.00
C 0.66613 -1.33052 -0.02316 -0.09
C 1.21057 -0.20890 -0.67419 -0.21
C 2.52737 0.16408 -0.41437 0.05
H 2.93834 1.02529 -0.91385 0.09
O 0.42535 0.49061 -1.53369 -0.11
C 0.84936 1.74939 -1.99742 -0.07
H 1.70175 1.66590 -2.68073 0.10
H -0.00093 2.16038 -2.54039 0.10
H 1.10349 2.41822 -1.17006 0.10
C -0.71996 -1.84469 -0.14194 -0.46
O -1.19632 -2.56358 0.71106 0.06
C -1.45094 -1.65035 -1.46463 -0.35
H -1.45170 -2.59991 -2.00300 0.09
H -1.02426 -0.86381 -2.07604 0.07
S -3.19896 -1.25500 -1.16393 0.99
C -2.89593 -0.10948 0.10234 -0.63
N -1.68948 0.21017 0.49903 0.07
C -1.86194 1.09292 1.51786 -0.11
C -3.19146 1.30607 1.72498 -0.07
N -3.85649 0.52431 0.81194 -0.13
C -5.27476 0.40856 0.63637 -0.03
H -5.49865 -0.55965 0.18873 0.07
H -5.77167 0.48637 1.60313 0.09
H -5.65098 1.19588 -0.02262 0.10
H -3.71516 1.92231 2.42603 0.11
H -1.01653 1.50630 2.02920 0.10
H 1.03851 -2.86322 1.39344 0.12
H 3.39588 -2.20783 1.82331 0.12
H 6.23859 0.87506 0.52398 0.09
H 4.71309 1.78160 0.38938 0.10